{"formula": "C52H70BBiN12S4", "method": "ωB97M-V with the def2-TZVPD basis set", "species": ["Bi", "C", "C", "C", "C", "N", "N", "B", "N", "N", "C", "C", "C", "C", "C", "S", "C", "C", "C", "C", "N", "N", "C", "C", "C", "C", "C", "S", "C", "C", "C", "C", "C", "S", "C", "C", "C", "C", "H", "H", "H", "H", "H", "H", "H", "H", "H", "H", "H", "H", "H", "H", "H", "H", "H", "H", "H", "H", "H", "H", "H", "H", "H", "H", "H", "H", "H", "H", "H", "H", "H", "H", "H", "H", "H", "H", "H", "N", "C", "S", "N", "N", "C", "C", "C", "C", "C", "C", "N", "H", "H", "H", "H", "H", "H", "H", "C", "C", "C", "C", "C", "C", "C", "N", "C", "C", "C", "C", "C", "C", "C", "N", "C", "C", "C", "C", "H", "H", "H", "H", "H", "H", "H", "H", "H", "H", "H", "H", "H", "H", "H", "H", "H", "H", "H", "H", "H", "H", "H", "H"], "xyz": [[-1.057, 1.914, 1.133], [-3.995, -3.077, 0.497], [-2.553, -2.932, 0.844], [-1.746, -4.016, 0.994], [-0.366, -3.901, 1.330], [0.071, -2.684, 1.436], [-0.696, -1.580, 1.310], [0.766, -1.330, 1.744], [1.175, -1.129, 3.178], [2.415, -1.659, 3.324], [2.974, -1.606, 4.490], [2.281, -1.041, 5.602], [1.047, -0.502, 5.456], [0.303, 0.124, 6.589], [0.467, -0.497, 4.136], [-0.982, 0.296, 3.800], [4.381, -2.155, 4.641], [4.356, -3.314, 5.646], [4.920, -2.653, 3.302], [5.285, -1.029, 5.162], [1.778, -0.865, 0.702], [2.023, -1.794, -0.255], [2.973, -1.578, -1.114], [3.775, -0.403, -1.032], [3.533, 0.537, -0.088], [4.351, 1.780, 0.033], [2.432, 0.322, 0.817], [1.976, 1.482, 1.945], [3.205, -2.658, -2.168], [3.846, -3.871, -1.482], [4.133, -2.168, -3.282], [1.861, -3.054, -2.788], [-2.007, -1.595, 1.037], [-2.986, -0.239, 0.928], [0.532, -5.095, 1.535], [0.653, -5.824, 0.187], [-0.115, -6.023, 2.574], [1.908, -4.660, 2.030], [-4.263, -4.123, 0.370], [-4.217, -2.527, -0.419], [-4.615, -2.635, 1.279], [-2.160, -5.006, 0.863], [2.758, -1.033, 6.573], [0.852, 0.008, 7.521], [-0.686, -0.321, 6.692], [0.148, 1.186, 6.390], [3.720, -4.128, 5.291], [3.994, -3.002, 6.627], [5.365, -3.707, 5.777], [4.311, -3.463, 2.900], [5.935, -3.025, 3.443], [4.947, -1.851, 2.562], [4.967, -0.663, 6.139], [5.295, -0.186, 4.467], [6.306, -1.399, 5.266], [4.585, -0.260, -1.732], [5.145, 1.793, -0.711], [4.788, 1.849, 1.031], [3.721, 2.662, -0.088], [4.793, -3.600, -1.010], [4.047, -4.651, -2.218], [3.187, -4.280, -0.716], [5.144, -1.977, -2.922], [3.752, -1.263, -3.760], [4.207, -2.940, -4.048], [1.147, -3.361, -2.022], [2.005, -3.883, -3.482], [1.436, -2.216, -3.346], [-0.316, -6.170, -0.176], [1.293, -6.698, 0.311], [1.097, -5.179, -0.572], [-1.077, -6.415, 2.241], [-0.261, -5.511, 3.526], [0.544, -6.874, 2.744], [2.375, -3.940, 1.358], [2.554, -5.536, 2.100], [1.845, -4.205, 3.019], [-2.440, 4.064, 4.953], [-1.959, 3.787, 3.734], [-2.949, 2.722, 2.757], [-0.830, 4.367, 3.403], [-0.374, 4.055, 2.164], [0.579, 4.769, 1.699], [1.134, 4.519, 0.367], [2.149, 5.332, -0.120], [2.648, 5.092, -1.391], [2.119, 4.044, -2.127], [1.110, 3.279, -1.560], [0.621, 3.508, -0.346], [-3.280, 3.627, 5.284], [-1.930, 4.696, 5.548], [0.968, 5.590, 2.294], [2.533, 6.140, 0.489], [3.434, 5.714, -1.798], [2.473, 3.820, -3.124], [0.669, 2.451, -2.102], [-3.634, 5.995, -4.485], [-4.522, 5.791, -3.250], [-5.825, 5.084, -3.658], [-4.866, 7.158, -2.658], [-3.784, 4.912, -2.253], [-3.473, 5.311, -0.959], [-2.795, 4.448, -0.118], [-2.401, 3.228, -0.484], [-2.697, 2.816, -1.729], [-3.374, 3.628, -2.616], [-2.237, 1.460, -2.125], [-2.847, 0.736, -3.143], [-2.379, -0.527, -3.476], [-1.272, -0.992, -2.764], [-0.728, -0.217, -1.763], [-1.210, 0.983, -1.427], [-3.020, -1.399, -4.545], [-1.964, -1.760, -5.600], [-4.189, -0.700, -5.238], [-3.536, -2.682, -3.873], [-4.152, 6.630, -5.204], [-3.401, 5.054, -4.986], [-2.695, 6.482, -4.218], [-6.364, 5.697, -4.380], [-6.472, 4.928, -2.793], [-5.633, 4.114, -4.120], [-5.394, 7.749, -3.406], [-3.971, 7.713, -2.372], [-5.520, 7.071, -1.789], [-3.751, 6.284, -0.584], [-2.565, 4.743, 0.896], [-3.564, 3.272, -3.619], [-3.710, 1.143, -3.648], [-0.839, -1.961, -2.974], [0.118, -0.576, -1.189], [-1.569, -0.864, -6.081], [-2.416, -2.387, -6.369], [-1.128, -2.314, -5.171], [-3.870, 0.214, -5.743], [-4.991, -0.456, -4.539], [-4.608, -1.363, -5.994], [-2.728, -3.239, -3.396], [-3.996, -3.331, -4.620], [-4.289, -2.449, -3.117]], "mulliken_charge": [1.64, -1.89, 0.30, -1.31, 0.54, 0.19, -0.34, -1.81, 0.41, 0.00, 0.30, -0.75, -0.09, -1.83, 1.25, -0.22, 2.14, -1.61, -1.60, -1.69, 0.95, -0.39, -0.36, -0.68, -0.50, -1.85, 2.27, -0.18, 2.43, -1.59, -2.27, -1.59, 1.19, -0.45, 2.72, -1.67, -1.91, -2.01, 0.44, 0.28, 0.44, 0.41, 0.41, 0.42, 0.37, 0.33, 0.29, 0.34, 0.48, 0.09, 0.52, 0.25, 0.36, 0.31, 0.47, 0.52, 0.45, 0.34, 0.22, 0.40, 0.46, 0.21, 0.41, 0.47, 0.41, 0.01, 0.58, 0.47, 0.41, 0.45, 0.26, 0.39, 0.38, 0.49, -0.07, 0.82, 0.39, -0.41, 0.73, -0.42, -1.77, 0.89, -1.38, 1.08, -0.72, -0.70, -0.98, -0.49, 0.61, 0.21, 0.26, 0.41, 0.53, 0.43, 0.53, 0.38, -1.56, 1.93, -1.51, -2.10, 0.52, -1.00, -0.73, 0.72, -0.27, -0.72, -0.49, -0.94, -0.67, -0.45, -0.58, 1.42, 1.89, -1.54, -2.17, -1.49, 0.46, 0.32, 0.36, 0.45, 0.38, 0.31, 0.43, 0.40, 0.41, 0.59, 0.24, 0.66, 0.82, 0.70, 0.08, 0.38, 0.46, 0.28, 0.43, 0.43, 0.43, 0.30, 0.45, 0.29], "charge": 2, "max_force_ev_per_a": 0.28, "gap_ha": 0.2725, "e_above_lowest_kj_mol": 12.7, "lumo_ev": -5.016}


{"formula": "C2H8N3", "method": "ωB97M-V with the def2-TZVPD basis set", "species": ["C", "N", "N", "C", "N", "H", "H", "H", "H", "H", "H", "H", "H"], "xyz": [[-1.609, -0.296, -0.833], [-0.615, -0.336, 0.318], [0.596, -0.918, 0.169], [0.908, 0.431, 0.121], [1.728, 0.979, 1.013], [-1.802, 0.775, -0.856], [-1.210, -0.619, -1.774], [-2.447, -1.038, -0.668], [-1.106, -0.556, 1.158], [0.681, -1.757, -0.538], [0.679, 0.964, -0.918], [2.099, 1.907, 1.003], [2.097, 0.462, 1.804]], "nbo_charge": [-0.46, -0.30, -0.48, 0.36, -0.75, 0.24, 0.23, 0.25, 0.41, 0.42, 0.22, 0.43, 0.43], "charge": 1, "max_force_ev_per_a": 4.13, "gap_ha": 0.4400, "smiles": "C[N@H+]1N[C@@H]1N", "e_above_lowest_kj_mol": 381.4, "lumo_ev": -3.037}


{"formula": "C6H18O3", "method": "ωB97M-V with the def2-TZVPD basis set", "species": ["C", "C", "O", "H", "H", "H", "H", "H", "H", "C", "C", "O", "H", "H", "H", "H", "H", "H", "C", "C", "O", "H", "H", "H", "H", "H", "H"], "xyz": [[-12.044, 21.727, -24.153], [-10.837, 21.067, -24.765], [-11.217, 20.540, -26.035], [-12.901, 21.053, -24.189], [-12.296, 22.701, -24.568], [-11.871, 21.901, -23.085], [-10.503, 20.245, -24.120], [-10.001, 21.769, -24.858], [-10.489, 20.027, -26.393], [-17.359, 16.251, -24.101], [-17.718, 15.921, -22.683], [-17.286, 17.010, -21.830], [-17.730, 15.454, -24.753], [-16.287, 16.361, -24.239], [-17.879, 17.149, -24.437], [-17.184, 15.037, -22.319], [-18.779, 15.738, -22.498], [-17.128, 16.618, -20.966], [-12.466, 18.203, -21.864], [-13.691, 17.425, -22.328], [-14.786, 18.265, -22.629], [-12.588, 18.435, -20.803], [-12.379, 19.141, -22.410], [-11.568, 17.607, -22.020], [-13.926, 16.630, -21.616], [-13.366, 16.936, -23.258], [-15.490, 18.045, -22.010]], "nbo_charge": [-0.63, -0.06, -0.73, 0.22, 0.21, 0.21, 0.15, 0.16, 0.47, -0.63, -0.06, -0.75, 0.21, 0.23, 0.22, 0.16, 0.17, 0.47, -0.63, -0.06, -0.73, 0.20, 0.21, 0.20, 0.15, 0.15, 0.49], "charge": 0, "max_force_ev_per_a": 1.42, "gap_ha": 0.3859, "smiles": "CCO.CCO.CCO", "e_above_lowest_kj_mol": 87.0, "lumo_ev": 0.716}


{"formula": "C51H72Br6F2NO22Pb", "method": "ωB97M-V with the def2-TZVPD basis set", "species": ["Pb", "C", "C", "C", "C", "C", "C", "N", "O", "C", "C", "C", "H", "H", "H", "H", "H", "H", "H", "H", "H", "H", "H", "H", "H", "H", "H", "H", "H", "H", "C", "C", "C", "O", "C", "O", "O", "H", "H", "H", "H", "H", "H", "C", "C", "C", "O", "C", "O", "O", "H", "H", "H", "H", "H", "H", "C", "C", "C", "O", "C", "O", "O", "H", "H", "H", "H", "H", "H", "C", "C", "C", "O", "C", "O", "O", "H", "H", "H", "H", "H", "H", "C", "C", "C", "O", "C", "O", "O", "H", "H", "H", "H", "H", "H", "C", "C", "C", "O", "C", "O", "O", "H", "H", "H", "H", "H", "H", "C", "C", "C", "O", "C", "O", "O", "H", "H", "H", "H", "H", "H", "F", "C", "C", "C", "C", "C", "C", "H", "H", "H", "H", "H", "F", "C", "C", "C", "C", "C", "C", "H", "H", "H", "H", "H", "C", "Br", "Br", "Br", "H", "C", "Br", "Br", "Br", "H"], "xyz": [[2.794, 1.072, -1.548], [-2.321, 1.352, -1.121], [-1.039, 1.425, -0.254], [-1.421, 1.407, 1.233], [-1.840, 0.027, 1.752], [-0.772, -0.988, 1.499], [-0.375, -1.037, -0.019], [-0.094, 0.319, -0.519], [0.455, 0.290, -1.835], [-1.462, -1.781, -0.815], [0.905, -1.883, 0.025], [-0.411, 2.796, -0.358], [-2.839, 0.397, -1.181], [-2.364, 1.653, -2.178], [-3.091, 2.116, -0.933], [-2.328, 1.997, 1.404], [-0.726, 1.797, 1.979], [-2.787, -0.348, 1.360], [-1.922, 0.127, 2.840], [-1.201, -1.971, 1.712], [0.132, -0.813, 2.083], [-1.377, -2.798, -0.410], [-1.484, -1.765, -1.903], [-2.507, -1.576, -0.559], [0.724, -2.784, 0.619], [1.671, -1.366, 0.611], [1.274, -2.203, -0.951], [0.186, 2.913, -1.268], [0.332, 2.989, 0.418], [-1.081, 3.651, -0.280], [-1.837, -5.655, 1.124], [-2.888, -5.475, 0.024], [-2.316, -5.706, -1.352], [-3.275, -6.535, -2.025], [-4.102, -7.053, -1.112], [-5.075, -7.711, -1.321], [-3.887, -6.524, 0.107], [-1.182, -6.508, 0.943], [-2.179, -5.786, 2.149], [-1.204, -4.762, 1.120], [-3.452, -4.543, 0.056], [-1.337, -6.181, -1.391], [-2.310, -4.755, -1.886], [-1.937, -3.168, -4.760], [-0.900, -2.500, -5.657], [-0.409, -1.164, -5.075], [0.998, -1.209, -5.378], [1.379, -2.483, -5.645], [2.509, -2.759, -5.886], [0.303, -3.281, -5.691], [-2.544, -2.380, -4.316], [-1.518, -3.614, -3.852], [-2.413, -4.025, -5.232], [-1.163, -2.300, -6.696], [-0.469, -1.021, -3.993], [-0.757, -0.282, -5.610], [3.349, 2.642, 4.736], [3.953, 1.959, 3.504], [3.336, 0.621, 3.130], [2.804, 0.847, 1.813], [2.964, 2.133, 1.485], [2.545, 2.581, 0.442], [3.729, 2.803, 2.361], [2.264, 2.603, 4.683], [3.704, 3.665, 4.602], [3.735, 2.263, 5.679], [5.031, 1.866, 3.638], [2.527, 0.393, 3.822], [4.092, -0.160, 3.124], [-1.082, -0.379, 6.399], [-1.279, -1.889, 6.652], [-1.984, -2.775, 5.594], [-0.962, -3.610, 5.077], [0.159, -3.511, 5.823], [1.162, -4.125, 5.712], [0.032, -2.429, 6.629], [-2.093, 0.012, 6.519], [-0.600, -0.194, 5.438], [-0.414, 0.063, 7.137], [-1.727, -1.887, 7.648], [-2.334, -2.255, 4.702], [-2.781, -3.338, 6.078], [0.703, 6.689, 0.496], [1.227, 6.595, -0.914], [2.739, 6.753, -1.079], [3.146, 5.659, -1.883], [2.178, 4.759, -1.944], [2.298, 3.655, -2.420], [1.081, 5.210, -1.333], [0.264, 7.669, 0.690], [1.444, 6.528, 1.279], [-0.047, 5.923, 0.695], [0.714, 7.213, -1.652], [3.301, 6.767, -0.148], [2.878, 7.611, -1.737], [3.946, -4.475, 1.234], [4.899, -3.980, 0.156], [4.740, -4.580, -1.237], [4.118, -3.548, -1.995], [4.256, -2.394, -1.351], [3.924, -1.304, -1.755], [4.836, -2.579, -0.176], [4.012, -5.546, 1.412], [2.933, -4.213, 0.914], [4.073, -4.000, 2.207], [5.906, -4.242, 0.485], [4.109, -5.468, -1.177], [5.667, -5.000, -1.628], [-2.616, 3.759, -4.540], [-1.267, 4.483, -4.291], [-0.022, 3.762, -4.937], [0.552, 4.910, -5.587], [-0.241, 5.979, -5.644], [-0.015, 7.014, -6.187], [-1.393, 5.711, -5.002], [-2.633, 3.171, -5.458], [-3.337, 4.548, -4.746], [-2.840, 3.134, -3.678], [-1.093, 4.678, -3.232], [-0.272, 3.134, -5.790], [0.557, 3.325, -4.131], [3.416, -9.380, -1.951], [2.871, -8.172, -1.768], [2.797, -7.265, -2.810], [2.010, -6.137, -2.623], [1.531, -5.864, -1.347], [1.657, -6.741, -0.277], [2.490, -7.848, -0.461], [2.993, -7.641, -3.807], [1.904, -5.394, -3.402], [1.081, -4.882, -1.235], [1.207, -6.436, 0.657], [2.613, -8.469, 0.415], [1.234, 4.158, 3.266], [0.360, 5.046, 3.795], [-0.992, 4.963, 3.485], [-1.840, 5.952, 3.940], [-1.288, 7.027, 4.649], [0.079, 7.190, 4.805], [0.929, 6.137, 4.437], [-1.396, 4.125, 2.931], [-2.917, 5.879, 3.991], [-1.841, 7.906, 4.956], [0.502, 8.155, 5.047], [2.005, 6.134, 4.542], [-3.718, 6.919, 0.344], [-3.235, 5.019, 0.674], [-3.422, 7.485, -1.496], [-2.806, 8.170, 1.502], [-4.775, 7.031, 0.548], [-6.201, -1.217, -1.696], [-6.760, -3.031, -1.913], [-7.800, -0.007, -1.658], [-5.044, -0.532, -3.110], [-5.561, -1.123, -0.829]], "mulliken_charge": [1.71, -1.00, 2.32, -0.41, -1.24, -1.66, 2.33, 1.53, -0.69, -0.50, -1.94, -0.09, -0.25, 0.02, 0.28, 0.21, -0.12, 0.07, 0.75, 0.23, 0.30, -0.49, -0.07, 0.05, 0.26, 0.25, 0.36, -0.14, -0.77, -0.20, -1.07, 0.60, 0.45, -0.40, 0.49, -0.54, -0.48, 0.31, 0.44, 0.09, 0.29, 0.12, -0.24, -1.01, 0.50, 0.41, -0.35, 0.61, -0.57, -0.34, 0.19, 0.04, 0.51, 0.33, -0.49, 0.17, -1.43, 0.33, -0.59, 0.10, -0.06, -0.18, -0.32, 0.26, 0.32, 0.48, 0.47, 0.27, 0.36, -1.12, 0.37, -0.20, -0.33, 0.65, -0.52, -0.39, 0.40, 0.08, 0.37, 0.28, 0.19, 0.26, -0.91, 0.40, -0.66, -0.41, 0.33, -0.60, -0.03, 0.41, 0.33, -0.17, 0.43, 0.33, 0.39, -0.98, 0.41, 0.32, -0.21, 0.47, -0.64, -0.35, 0.35, -0.04, 0.43, 0.33, -0.44, 0.23, -1.30, 1.15, 0.17, -0.41, 0.55, -0.55, -0.48, 0.39, 0.41, 0.20, -0.11, 0.39, -0.26, -0.32, 0.46, -0.62, -0.84, 0.12, -0.34, -1.06, 0.45, 0.56, 0.43, 0.71, 0.42, 0.19, 0.00, 0.21, -1.01, -0.48, -0.49, -0.66, 0.57, 0.47, 0.41, 0.39, 0.45, -0.43, -0.01, -0.04, -0.03, 0.52, -0.18, 0.02, -0.04, -0.01, 0.18], "charge": 1, "max_force_ev_per_a": 2.94, "gap_ha": 0.2381, "e_above_lowest_kj_mol": 0.0, "lumo_ev": -3.209}


What is the formula in the fourth record? C51H72Br6F2NO22Pb